[1]
The following is a DFT calculation (ωB97M-V/def2-TZVPD) of a 8-piece molecular cluster, C25H41Cl14NO3 overall.

The geometry in XYZ format:
```
84
C25H41Cl14NO3, DFT ωB97M-V/def2-TZVPD
C 8.810 0.203 -5.028
C 8.024 0.567 -6.375
C 6.895 1.677 -6.223
C 6.584 2.432 -7.396
C 5.420 3.546 -7.357
O 5.454 4.554 -8.087
C 4.218 3.208 -6.341
C 4.531 2.458 -5.166
N 3.400 2.128 -4.286
C 3.651 2.440 -2.848
C 2.877 0.784 -4.499
C 3.252 -0.195 -5.695
O 2.009 0.370 -3.672
C 6.053 2.000 -4.921
O 6.572 1.938 -3.772
H 9.134 1.175 -4.533
H 8.069 -0.322 -4.331
H 9.718 -0.484 -5.207
H 7.625 -0.398 -6.853
H 8.805 0.973 -7.122
H 7.124 2.261 -8.378
H 3.136 3.501 -6.525
H 2.679 2.479 -2.217
H 4.341 1.637 -2.395
H 4.175 3.442 -2.698
H 3.300 -1.255 -5.250
H 2.472 -0.113 -6.528
H 4.266 -0.005 -6.176
Cl 1.943 2.545 -0.417
C 0.257 1.991 -0.247
C 0.014 1.300 1.079
Cl 0.857 -0.266 1.185
H 0.030 1.335 -1.090
H -0.376 2.877 -0.325
H -1.051 1.094 1.200
H 0.338 1.916 1.919
Cl -2.870 1.370 -0.074
C -4.555 0.813 0.098
C -4.794 0.121 1.423
Cl -3.946 -1.444 1.523
H -4.783 0.157 -0.744
H -5.188 1.694 0.021
H -5.860 -0.091 1.553
H -4.469 0.737 2.264
Cl 6.631 0.674 4.146
C 5.359 -0.121 3.183
C 4.063 0.663 3.191
Cl 3.278 0.651 4.790
H 5.220 -1.130 3.574
H 5.738 -0.200 2.163
H 3.356 0.216 2.489
H 4.220 1.702 2.898
Cl 3.115 -3.395 0.759
C 1.431 -3.949 0.930
C 1.187 -4.639 2.256
Cl 2.030 -6.205 2.364
H 1.204 -4.605 0.088
H 0.797 -3.063 0.851
H 0.122 -4.844 2.376
H 1.512 -4.022 3.095
Cl -6.925 3.372 0.597
C -8.579 2.739 0.772
C -8.778 2.005 2.083
Cl -7.877 0.464 2.159
H -8.790 2.096 -0.084
H -9.251 3.598 0.725
H -9.833 1.755 2.208
H -8.469 2.617 2.932
Cl -9.026 -3.531 2.241
C -7.684 -2.971 3.270
C -7.647 -3.689 4.603
Cl -9.025 -3.248 5.644
H -7.784 -1.891 3.398
H -6.761 -3.164 2.719
H -6.740 -3.413 5.145
H -7.652 -4.772 4.476
Cl -3.876 -2.195 5.327
C -4.021 -2.578 7.061
C -5.170 -1.838 7.716
Cl -4.870 -0.086 7.820
H -3.069 -2.345 7.539
H -4.183 -3.655 7.134
H -5.306 -2.197 8.738
H -6.106 -1.990 7.175
```

Output
Frontier orbital gap, eV: 8.0
SMILES: CCC1=CC(=O)C=C(N(C)C(C)=O)C1=O.ClCCCl.ClCCCl.ClCCCl.ClCCCl.ClCCCl.ClCCCl.ClCCCl
Electronic energy, eV: -209533.781
Molecular weight, g mol⁻¹: 899.95

---

[2]
The following is a DFT calculation (ωB97M-V/def2-TZVPD) of C25H41Cl3CoO2P2 as an isolated structure.

The geometry in XYZ format:
```
74
C25H41Cl3CoO2P2, DFT ωB97M-V/def2-TZVPD
Co -0.657 -0.666 1.590
C -1.988 -1.124 3.012
C -1.612 -2.266 2.223
C 0.318 -1.359 3.149
C -0.799 -0.573 3.595
C -0.190 -2.438 2.343
C -3.378 -0.740 3.396
H -4.068 -0.880 2.556
H -3.410 0.312 3.700
H -3.739 -1.350 4.238
C -0.736 0.466 4.653
H -1.711 0.948 4.777
H -0.003 1.239 4.372
H -0.420 0.040 5.616
C 1.705 -1.197 3.653
H 1.755 -1.407 4.730
H 2.032 -0.154 3.508
H 2.397 -1.854 3.118
C 0.592 -3.642 1.952
H 0.558 -4.401 2.750
H 1.642 -3.388 1.776
H 0.184 -4.095 1.042
C -2.573 -3.244 1.637
H -2.861 -4.004 2.380
H -2.131 -3.754 0.774
H -3.483 -2.729 1.307
C -0.814 1.611 1.090
C -1.940 0.851 0.759
C -2.227 0.307 -0.620
C -0.973 -0.314 -1.273
C -0.063 -1.064 -0.330
C 1.071 -0.454 0.264
C 1.472 0.976 0.103
C 0.296 1.999 0.170
H -2.665 1.089 -1.266
H -0.383 0.493 -1.755
H -3.006 -0.473 -0.554
H -0.063 2.233 -0.841
H -0.836 2.176 2.028
H -2.815 0.988 1.403
H 0.736 2.920 0.578
H 2.166 1.236 0.928
H 1.890 -1.110 0.593
H 2.045 1.141 -0.827
H -1.291 -0.996 -2.074
H -0.027 -2.154 -0.484
P -0.609 1.242 -3.847
C -0.747 3.046 -4.138
C -1.793 0.592 -5.092
P 1.677 -0.747 -4.419
C 1.014 0.972 -4.668
C 0.968 -1.575 -5.915
C 3.320 -0.363 -5.181
H 0.155 3.543 -3.755
H -1.622 3.415 -3.589
H -0.861 3.259 -5.210
H -1.703 1.133 -6.044
H -2.799 0.748 -4.679
H -1.657 -0.482 -5.258
H 3.213 -0.097 -6.242
H 3.967 -1.243 -5.085
H 3.772 0.476 -4.637
H 1.736 1.662 -4.195
H 0.949 1.218 -5.745
H 1.449 -2.559 -5.990
H 1.178 -1.004 -6.829
H -0.110 -1.731 -5.808
Cl 3.047 1.508 5.930
C 2.739 2.971 4.923
Cl 1.274 3.787 5.500
Cl 4.123 4.063 5.015
C 2.500 2.451 3.391
O 3.526 2.360 2.701
O 1.298 2.159 3.132
```

Output
Multiplicity: 5
Frontier orbital gap (alpha / beta), eV: 6.7 / 2.7
Net charge: +1
Electronic energy, eV: -124445.776
Molecular weight, g mol⁻¹: 600.84

---

[3]
The following is a DFT calculation (ωB97M-V/def2-TZVPD) of C25H41Cl3N3O3PbSSi as an isolated structure.

The geometry in XYZ format:
```
78
C25H41Cl3N3O3PbSSi, DFT ωB97M-V/def2-TZVPD
C -1.530 -2.221 -3.556
C -1.102 -3.255 -2.557
H -1.279 -2.546 -4.571
H -1.060 -1.239 -3.386
H -2.623 -2.082 -3.509
C -0.644 -4.473 -2.877
C -0.417 -4.983 -4.265
H -0.377 -5.175 -2.078
H -0.635 -4.257 -5.061
H -1.030 -5.877 -4.452
H 0.630 -5.301 -4.381
Pb -0.202 0.282 -0.408
Cl -2.652 -0.123 0.748
Cl -0.211 1.360 -2.866
H 0.711 4.876 3.401
H -1.497 5.829 2.091
C 1.049 4.607 2.393
C -0.991 5.424 1.213
N -0.102 4.331 1.549
H 1.684 3.723 2.445
C -0.325 3.140 0.998
O 0.416 2.144 1.168
H -1.742 5.021 0.538
H -1.228 3.102 0.360
H 1.614 5.446 1.971
H -0.470 6.236 0.706
H 1.576 -1.696 -3.336
H 2.391 -3.794 -2.144
C 2.416 -1.129 -2.919
C 3.264 -3.188 -1.874
N 2.894 -1.797 -1.722
H 2.093 -0.111 -2.701
C 2.872 -1.211 -0.516
O 2.371 -0.096 -0.287
H 3.682 -3.556 -0.935
H 3.344 -1.790 0.305
H 3.220 -1.122 -3.664
H 4.001 -3.292 -2.675
O -0.035 -1.995 -0.916
C -1.108 -2.813 -1.091
C 0.126 -4.388 0.522
C -1.076 -3.917 -0.017
H 1.074 -3.982 0.159
C 0.103 -5.319 1.569
H -2.056 -2.265 -0.929
C -2.290 -4.414 0.460
H 1.039 -5.597 2.060
C -1.110 -5.888 1.981
C -2.309 -5.441 1.407
H -3.208 -3.980 0.049
H -1.124 -6.674 2.745
H -3.267 -5.871 1.707
Si -0.394 4.811 -5.626
Cl -0.632 3.310 -7.042
C 1.439 4.815 -5.230
C -1.525 4.335 -4.219
C -0.947 6.430 -6.400
H 1.745 3.824 -4.868
H 1.671 5.558 -4.456
H 2.023 5.056 -6.129
H -0.338 6.677 -7.280
H -0.854 7.248 -5.672
H -1.997 6.365 -6.714
H -1.217 3.346 -3.843
H -2.570 4.273 -4.556
H -1.464 5.048 -3.387
S 0.526 -1.468 2.443
C 0.005 -0.257 3.453
N -1.327 -0.133 3.803
C -1.789 0.819 4.668
C -0.909 1.739 5.209
C 0.439 1.727 4.784
C 0.890 0.707 3.960
H -1.991 -0.708 3.285
H -2.861 0.795 4.871
H -1.270 2.481 5.919
H 1.132 2.501 5.112
H 1.924 0.601 3.645
```

Output
Frontier orbital gap, eV: 6.3
Net charge: -1
Electronic energy, eV: -98737.717
Molecular weight, g mol⁻¹: 805.33

---

[4]
The following is a DFT calculation (ωB97M-V/def2-TZVPD) of C25H41Cl3N3O3SSiV as an isolated structure.

The geometry in XYZ format:
```
78
C25H41Cl3N3O3SSiV, DFT ωB97M-V/def2-TZVPD
C -2.043 -2.619 -4.547
C -1.175 -2.850 -3.327
H -2.289 -3.561 -5.043
H -1.517 -2.010 -5.302
H -2.986 -2.129 -4.249
C -0.354 -3.964 -3.222
C -0.198 -4.955 -4.311
H 0.237 -4.126 -2.342
H 0.450 -4.567 -5.117
H -1.129 -5.323 -4.785
H 0.322 -5.837 -3.909
V -0.172 1.799 1.077
Cl -2.365 2.230 1.237
Cl 1.314 3.332 0.590
H 1.412 4.649 4.647
H -1.252 7.119 4.174
C 1.285 5.446 3.905
C -0.766 6.767 3.250
N -0.104 5.487 3.462
H 1.944 5.227 3.049
C -0.725 4.328 3.162
O -0.206 3.209 3.361
H -1.547 6.638 2.490
H -1.728 4.438 2.708
H 1.534 6.420 4.342
H -0.040 7.520 2.917
H 2.355 -1.033 -2.978
H 2.794 -3.598 -2.319
C 3.340 -0.966 -2.493
C 3.496 -3.252 -1.548
N 3.327 -1.820 -1.320
H 3.559 0.064 -2.190
C 3.291 -1.253 -0.072
O 3.164 -0.047 0.139
H 3.311 -3.798 -0.615
H 3.386 -2.002 0.753
H 4.088 -1.318 -3.214
H 4.507 -3.480 -1.913
O -0.547 -1.446 -2.821
C -1.555 -2.038 -2.053
C 0.157 -2.904 -0.465
C -1.173 -2.526 -0.696
H 0.908 -2.608 -1.209
C 0.498 -3.642 0.674
H -2.519 -1.514 -2.126
C -2.083 -2.564 0.397
H 1.502 -4.042 0.744
C -0.438 -3.801 1.697
C -1.685 -3.175 1.591
H -3.060 -2.074 0.317
H -0.174 -4.381 2.574
H -2.349 -3.192 2.461
Si -0.486 1.073 -2.874
Cl -0.172 0.279 -0.477
C 1.234 1.471 -3.375
C -1.167 2.709 -2.169
C -1.643 0.366 -4.092
H 1.853 0.587 -3.510
H 1.716 2.144 -2.649
H 1.198 1.993 -4.344
H -1.087 -0.325 -4.735
H -1.976 1.200 -4.719
H -2.526 -0.106 -3.648
H -1.852 2.584 -1.315
H -1.717 3.170 -3.005
H -0.345 3.374 -1.862
S 0.505 0.052 2.443
C -0.217 0.320 3.976
N -1.563 0.552 4.077
C -2.122 1.096 5.201
C -1.345 1.256 6.332
C 0.014 0.910 6.296
C 0.566 0.398 5.130
H -2.134 0.469 3.236
H -3.161 1.387 5.099
H -1.807 1.660 7.231
H 0.635 1.050 7.184
H 1.597 0.074 5.035
```

Output
Multiplicity: 3
Frontier orbital gap (alpha / beta), eV: 3.5 / 3.6
Electronic energy, eV: -119170.921
Molecular weight, g mol⁻¹: 649.08

---

[5]
The following is a DFT calculation (ωB97M-V/def2-TZVPD) of C25H41Cl3O2P2Zr as an isolated structure.

The geometry in XYZ format:
```
74
C25H41Cl3O2P2Zr, DFT ωB97M-V/def2-TZVPD
Zr -2.169 -0.344 1.921
C 0.387 -1.641 3.345
C 0.373 -0.257 3.527
C -1.778 -1.087 3.934
C -0.956 -2.122 3.372
C -0.958 0.131 3.877
C 1.594 -2.509 3.269
H 2.420 -2.011 2.752
H 1.402 -3.446 2.738
H 1.956 -2.762 4.280
C -1.366 -3.536 3.219
H -0.517 -4.162 2.911
H -2.156 -3.669 2.471
H -1.748 -3.931 4.177
C -3.281 -1.166 3.971
H -3.558 -1.789 4.829
H -3.752 -1.719 3.090
H -3.791 -0.187 4.045
C -1.518 1.509 3.862
H -1.813 1.775 4.890
H -2.418 1.656 3.194
H -0.770 2.251 3.520
C 1.555 0.647 3.537
H 1.706 1.073 4.537
H 1.442 1.477 2.832
H 2.473 0.116 3.265
C 0.941 -2.027 -1.359
C 1.956 -1.843 -0.473
C 2.570 -0.622 0.129
C 2.167 0.721 -0.501
C 0.845 1.242 -0.409
C -0.292 1.293 -1.346
C -0.685 -0.097 -1.960
C 0.407 -1.115 -2.382
H 3.636 -0.692 -0.149
H 2.537 0.607 -1.587
H 2.580 -0.651 1.238
H 1.253 -0.626 -2.918
H 0.474 -3.005 -1.338
H 2.564 -2.745 -0.254
H -0.118 -1.798 -3.091
H -1.359 -0.603 -1.228
H -1.151 1.536 -0.690
H -1.311 0.005 -2.865
H 2.835 1.463 -0.003
H 0.547 1.618 0.602
P 2.055 1.226 -3.368
C 2.259 0.276 -4.897
C 3.546 2.244 -3.191
P -0.250 2.913 -2.196
C 0.630 2.296 -3.705
C 0.816 4.312 -1.650
C -1.667 3.692 -3.011
H 1.294 -0.112 -5.220
H 2.892 -0.599 -4.713
H 2.691 0.912 -5.673
H 3.775 2.706 -4.151
H 4.375 1.602 -2.875
H 3.413 2.989 -2.401
H -1.325 4.169 -3.939
H -2.117 4.425 -2.333
H -2.417 2.940 -3.258
H -0.123 1.681 -4.246
H 0.967 3.125 -4.342
H 0.189 5.063 -1.150
H 1.302 4.783 -2.506
H 1.585 4.002 -0.932
Cl -2.476 -4.512 -0.432
C -4.025 -3.668 -0.124
Cl -5.281 -4.153 -1.224
Cl -4.572 -3.997 1.563
C -3.691 -2.136 -0.276
O -3.996 -1.529 -1.280
O -3.003 -1.610 0.753
```

Output
Frontier orbital gap (alpha / beta), eV: 4.2 / 4.1
Net charge: +2
Electronic energy, eV: -88088.436
Molecular weight, g mol⁻¹: 633.13

---

[6]
The following is a DFT calculation (ωB97M-V/def2-TZVPD) of C25H41F3IrO2P2 as an isolated structure.

The geometry in XYZ format:
```
74
C25H41F3IrO2P2, DFT ωB97M-V/def2-TZVPD
Ir 1.472 -1.148 -1.206
C -0.589 -0.754 0.699
C -0.140 -1.775 -0.259
C 1.290 -1.718 1.660
C 0.264 -0.774 1.818
C 1.160 -2.377 0.357
C -1.824 0.043 0.592
H -2.246 -0.026 -0.420
H -1.632 1.110 0.811
H -2.581 -0.324 1.311
C 0.107 0.102 3.026
H -0.856 0.638 3.021
H 0.913 0.858 3.094
H 0.149 -0.501 3.950
C 2.360 -1.976 2.642
H 1.981 -2.302 3.621
H 2.944 -1.057 2.817
H 3.040 -2.741 2.258
C 1.513 -3.792 0.088
H 0.683 -4.480 0.302
H 2.383 -4.084 0.681
H 1.773 -3.836 -0.974
C -1.069 -2.617 -1.043
H -1.338 -3.506 -0.454
H -0.568 -2.912 -1.972
H -1.964 -2.025 -1.274
C -1.818 2.469 -2.307
C -3.161 2.279 -2.890
C -3.363 0.939 -3.437
C -1.943 0.291 -3.376
C -1.000 1.374 -2.907
C 0.077 1.975 -3.794
C 0.328 3.361 -3.157
C -1.055 3.797 -2.604
H -3.859 0.806 -4.412
H -1.650 -0.195 -4.293
H -4.065 0.373 -2.802
H -1.544 4.334 -3.430
H -1.895 2.279 -1.221
H -3.942 3.033 -2.864
H -1.013 4.401 -1.705
H 1.017 3.199 -2.319
H 0.975 1.375 -3.534
H 0.823 4.084 -3.829
H -1.942 -0.480 -2.602
H -0.411 1.005 -2.036
P 0.067 1.622 -5.542
C 0.030 3.287 -6.242
C -1.311 0.788 -6.343
P 1.927 -0.740 -4.590
C 1.570 0.699 -5.866
C 1.185 -2.057 -5.689
C 3.651 -0.931 -5.284
H 0.876 3.903 -5.914
H -0.892 3.808 -5.938
H 0.034 3.180 -7.326
H -1.229 1.038 -7.404
H -2.286 1.138 -5.972
H -1.246 -0.309 -6.238
H 3.708 -0.631 -6.339
H 3.957 -1.980 -5.179
H 4.318 -0.290 -4.693
H 2.401 1.430 -5.832
H 1.465 0.316 -6.897
H 1.771 -2.970 -5.527
H 1.213 -1.807 -6.758
H 0.145 -2.230 -5.386
F 2.764 3.376 0.832
C 3.152 2.119 0.520
F 4.357 2.180 -0.102
F 3.339 1.419 1.696
C 2.095 1.398 -0.386
O 0.913 1.727 -0.325
O 2.608 0.423 -1.100
```

Output
Multiplicity: 6
Frontier orbital gap (alpha / beta), eV: 6.7 / 6.3
Net charge: +2
Electronic energy, eV: -60234.060
Molecular weight, g mol⁻¹: 684.76

---

Number 1: largest force on an atom 0.088 Eh/bohr. Number 2: largest force on an atom 0.105 Eh/bohr. Number 3: largest force on an atom 0.054 Eh/bohr. Number 4: largest force on an atom 0.077 Eh/bohr. Number 5: largest force on an atom 0.096 Eh/bohr. Number 6: largest force on an atom 0.056 Eh/bohr.